1.
ORCA calculation (ωB97M-V/def2-TZVPD) on a molecular structure, C30H36IPReS4 at a distorted geometry.

Molar mass, g/mol: 869.0
Expectation value of S²: 0.80
HOMO energy (alpha / beta), eV: -13.637 / -13.355
Charge: +2
2S+1: 2
Total energy, hartree: -3474.27485

```
73
Properties=species:S:1:pos:R:3:forces:R:3:lowdin_charge:R:1
Re -0.99689 -0.15924 0.55607 -0.0823 0.0643 0.6325 0.48
C -4.17951 -0.41291 1.43031 0.0441 0.0035 0.3692 -0.45
C -4.21185 -1.01647 0.04175 0.2173 0.0053 -0.0949 -0.46
S -2.81584 -0.52252 -1.04900 -0.0138 0.1384 0.6744 0.74
C -3.40116 1.14749 -1.59156 0.1811 -0.1294 0.0906 -0.44
C -2.49109 2.29397 -1.19952 0.0420 0.3486 0.1307 -0.48
S -2.49764 2.41784 0.62626 1.3405 -1.2860 -0.5029 0.96
C -0.99736 3.38317 0.99640 -0.2401 -0.0293 -0.2175 -0.46
C -0.33281 2.90935 2.27423 0.1174 -0.1947 -0.1151 -0.43
S 0.12492 1.10923 2.36639 -0.7532 -0.4276 -0.1212 0.82
C -0.89633 0.61394 3.81180 0.1568 0.0543 -0.0912 -0.48
C -2.37391 0.49868 3.50124 -0.2697 -0.1810 -0.0294 -0.46
S -2.58591 -0.82855 2.25040 -0.0085 0.6118 -0.2955 0.84
H -4.98117 -0.82034 2.04776 -0.0487 0.0244 -0.1080 0.10
H -4.26398 0.67194 1.39764 -0.0835 -0.0344 0.0609 0.04
H -5.12275 -0.74029 -0.48730 -0.0996 -0.1015 0.0759 0.10
H -4.15107 -2.10380 0.08116 -0.0522 -0.0683 -0.0658 0.06
H -4.39072 1.29271 -1.16228 -0.1044 -0.0606 -0.0786 0.09
H -3.49754 1.07220 -2.67500 -0.0312 0.1286 0.0482 0.09
H -2.85864 3.23455 -1.61337 -0.0700 -0.0807 -0.0697 0.10
H -1.45946 2.13625 -1.52119 -0.1189 0.0936 0.0465 0.04
H -1.30691 4.42313 1.11938 0.1722 -0.0068 0.0094 0.10
H -0.32043 3.29912 0.14731 -0.0665 0.0268 -0.0002 0.06
H -0.97023 3.10492 3.13600 0.0901 -0.0434 0.0691 0.09
H 0.60844 3.44615 2.40386 -0.1095 0.0311 0.0493 0.09
H -0.70914 1.34196 4.59987 -0.0327 -0.0476 0.0897 0.10
H -0.49043 -0.35001 4.12401 0.0402 0.0353 0.0490 0.08
H -2.78107 1.42988 3.10344 -0.0282 -0.0757 0.0600 0.05
H -2.93202 0.21585 4.39508 0.0598 0.0526 0.0016 0.10
C 2.31405 -0.77221 -0.73555 -0.2089 0.0448 -0.2312 -0.22
P 0.72150 0.02207 -1.12789 0.0904 0.5887 0.0600 0.86
C 0.24472 -0.70975 -2.72567 0.1228 0.0876 0.0643 -0.38
C -0.79683 -0.14699 -3.46513 0.1872 -0.0856 0.0359 -0.16
C -1.25411 -0.75731 -4.61833 -0.0833 0.0541 -0.0061 -0.06
C -0.70139 -1.96025 -5.03334 0.0258 -0.0065 0.0605 -0.05
C 0.33666 -2.52332 -4.30968 -0.0710 -0.0328 -0.1062 -0.08
C 0.81347 -1.90299 -3.16737 -0.0110 0.2454 0.0073 -0.13
C 1.32222 1.73280 -1.37270 -0.0123 -0.2451 -0.1769 -0.37
C 1.29152 2.40852 -2.58430 -0.0575 -0.1414 0.1549 -0.07
C 1.83138 3.68209 -2.67798 -0.0338 0.0864 -0.0646 -0.05
C 2.42439 4.27846 -1.57712 -0.0898 0.0191 -0.0982 -0.05
C 2.46800 3.60181 -0.36563 0.0012 -0.0037 0.0452 -0.06
C 1.91066 2.34075 -0.26214 -0.0531 -0.0573 -0.1081 -0.15
H 3.03096 -0.48387 -1.50521 0.0478 -0.0773 0.0299 0.08
H 2.19864 -1.85104 -0.71122 0.0571 -0.0035 0.0324 0.02
H 2.66797 -0.43498 0.23620 0.0029 0.0323 -0.0059 0.05
H -1.24147 0.78264 -3.14072 -0.0260 0.1222 -0.0470 0.07
H -2.04211 -0.29832 -5.19702 -0.0841 0.0248 -0.0311 0.12
H -1.08417 -2.45364 -5.91373 0.0247 -0.0204 -0.0972 0.12
H 0.77237 -3.45669 -4.62935 0.0689 -0.0967 -0.0500 0.12
H 1.61790 -2.37035 -2.62430 0.0861 -0.0344 0.0471 0.09
H 0.85742 1.93254 -3.44976 0.0080 0.0093 -0.1743 0.10
H 1.78946 4.19625 -3.62508 0.0579 0.1214 -0.0830 0.12
H 2.84644 5.26742 -1.66651 0.0723 0.0725 0.0178 0.12
H 2.94143 4.05340 0.49336 0.0552 0.0671 0.0708 0.12
H 1.92785 1.81447 0.68537 0.1944 0.0183 0.0017 0.06
I -1.59394 -3.79663 -1.24802 0.1233 -0.0761 0.6710 0.93
C -1.26662 -3.55970 0.90137 -0.4199 -0.6551 -0.2681 -0.61
H -1.10403 -4.56542 1.29426 -0.1470 0.0726 -0.1488 0.07
H -2.19235 -3.15450 1.30550 0.1606 -0.1564 -0.0925 -0.01
C -0.10790 -2.74257 1.19311 -0.0052 0.9166 -0.2991 -0.23
C 1.04186 -2.56962 1.57638 -0.8754 0.3759 -0.1341 0.02
C 2.39135 -2.49689 1.96999 0.6855 -0.2187 0.1487 -0.26
C 3.31561 -3.25011 1.22683 -0.0607 0.0060 0.1313 -0.03
C 4.63169 -3.33014 1.63220 0.1018 -0.0367 0.0143 -0.04
C 5.04800 -2.66543 2.77827 -0.1624 -0.0233 -0.0059 -0.04
C 4.13678 -1.92843 3.52295 0.0932 0.1248 0.0528 -0.05
C 2.81714 -1.83284 3.12412 -0.1098 -0.0552 -0.0422 -0.02
H 2.97788 -3.80157 0.36182 -0.0206 -0.0216 -0.0936 0.13
H 5.33396 -3.93108 1.07365 0.0210 -0.0112 -0.0648 0.12
H 6.07400 -2.74120 3.10715 0.0515 0.0013 -0.0002 0.12
H 4.46528 -1.44285 4.42948 -0.0212 0.0865 0.0465 0.12
H 2.10483 -1.27072 3.71060 -0.0352 0.0301 0.0694 0.10
```
Positions in Å, forces in eV/Å.

2.
ORCA calculation (ωB97M-V/def2-TZVPD) on a molecular structure, C30H36NO3PSScSeSi2 at a distorted geometry.

Molar mass, g/mol: 701.8
HOMO energy, eV: -3.321
Charge: -1
Total energy, hartree: -5926.16102

```
76
Properties=species:S:1:pos:R:3:forces:R:3:lowdin_charge:R:1
Sc 0.96081 1.32277 0.91035 -0.3544 1.5125 -1.9275 0.45
C 0.06820 4.25238 -1.60308 -0.1732 -0.0074 0.0299 -0.21
Si -1.43776 3.25119 -1.07843 0.3588 -0.0839 -0.2527 0.45
C -2.91699 4.44481 -1.19984 0.0984 -0.1347 0.1634 -0.19
C -1.73246 1.92933 -2.42299 0.0249 0.1549 0.1828 -0.17
C -1.15127 2.34681 0.53680 -0.2174 0.4813 0.2555 -0.43
C -1.88033 1.07274 0.62002 -0.1609 -0.0691 0.0578 -0.45
C -3.24537 0.88614 0.32192 -0.0343 -0.0124 -0.0511 -0.04
C -3.83933 -0.33809 0.52371 0.0721 0.0358 0.0176 -0.06
C -3.07423 -1.38851 1.03038 -0.0424 -0.0327 -0.0215 -0.08
C -1.73997 -1.15013 1.28023 0.0836 -0.1061 0.0957 -0.17
N -1.15109 0.02748 1.06749 -0.1550 0.2495 0.0061 0.03
Si -1.45507 3.26880 2.16400 -0.1210 -0.0575 0.1661 0.46
C -3.03224 4.33791 2.18168 0.1725 -0.1045 -0.1346 -0.19
C -0.03570 4.34778 2.76744 -0.2419 -0.0168 -0.0447 -0.22
C -1.76826 1.96477 3.51833 0.1452 0.1152 -0.2445 -0.17
H -0.12979 4.83835 -2.50706 -0.1097 -0.0288 0.0060 0.02
H 0.92225 3.60050 -1.79288 0.0090 0.0110 0.0562 -0.01
H 0.38906 4.93474 -0.81301 0.0258 -0.0287 0.0118 0.01
H -3.03203 4.78913 -2.23093 0.0467 -0.0408 -0.0351 0.02
H -2.75495 5.32444 -0.57317 -0.0307 -0.0059 -0.0624 0.01
H -3.85998 3.98512 -0.89209 0.0008 0.0253 0.0141 0.01
H -1.49645 2.32748 -3.41355 0.0131 0.0410 0.0168 0.03
H -2.76658 1.57776 -2.44692 0.0079 -0.0316 0.0213 0.02
H -1.09230 1.05734 -2.25625 -0.0146 -0.0066 -0.0313 0.01
H -3.81576 1.73432 -0.03583 -0.0110 -0.0294 -0.0167 0.10
H -4.89288 -0.47906 0.31229 -0.0018 0.0013 -0.0124 0.10
H -3.50463 -2.36414 1.21184 0.0321 0.0012 0.0408 0.10
H -1.09938 -1.93609 1.67047 -0.0037 0.0048 -0.0227 0.10
H -2.94132 5.21429 1.53742 -0.0196 -0.0250 0.0517 0.01
H -3.22642 4.69050 3.19816 0.0324 -0.0374 0.0282 0.02
H -3.90289 3.76461 1.85125 -0.0088 0.0174 -0.0138 0.02
H 0.41728 4.92269 1.96078 0.0399 -0.0004 -0.0189 0.00
H 0.76034 3.71877 3.16635 0.0788 0.0361 -0.0341 0.00
H -0.35994 5.03493 3.55708 -0.1322 -0.0631 -0.0176 0.03
H -2.64580 1.35003 3.29988 0.0143 -0.0105 -0.0049 0.03
H -1.92603 2.44704 4.48593 0.0273 0.0572 -0.0103 0.03
H -0.90534 1.29838 3.61042 -0.0425 -0.0360 0.0662 0.02
O 1.64744 0.51901 2.53110 0.2943 -0.8213 1.2317 -0.57
S 3.13763 0.35746 2.27739 1.0769 -0.1882 0.7846 0.77
O 3.52566 -0.99515 2.64808 -0.0750 -0.0766 -0.0652 -0.42
O 2.96649 0.17345 0.43111 0.3813 -0.2302 0.3853 -0.49
C 3.68037 -0.85055 -0.09007 -0.3733 -0.4899 -0.3733 -0.39
C 5.06129 -0.79408 -0.24806 -0.0096 0.1594 0.0108 0.00
C 5.70594 -1.84358 -0.87910 0.0574 0.0328 0.0076 -0.08
C 4.99642 -2.94087 -1.35506 -0.0767 -0.1117 -0.0661 -0.09
C 3.62491 -3.01481 -1.16595 0.1302 0.0261 0.0197 -0.07
C 2.96887 -1.97935 -0.51631 -0.2051 0.5836 0.2674 -0.29
P 1.19558 -1.88689 -0.06386 0.2029 -0.7226 -0.4737 1.14
C 0.41384 -1.76912 -1.72159 0.0926 0.1178 0.0350 -0.35
C 1.08148 -1.06817 -2.72962 -0.0321 -0.0823 0.0117 -0.08
C 0.46668 -0.82570 -3.94842 -0.0466 0.0022 -0.0389 -0.09
C -0.82360 -1.27854 -4.17879 -0.0247 0.0052 -0.0406 -0.10
C -1.50791 -1.94811 -3.17486 -0.0154 0.0079 -0.0184 -0.09
C -0.90097 -2.17761 -1.94929 0.0153 0.0135 0.0171 -0.11
C 1.00987 -3.64966 0.42672 -0.1693 0.1287 0.0217 -0.36
C 1.45027 -3.92686 1.72379 -0.0357 -0.0160 -0.0333 -0.09
C 1.41577 -5.22261 2.21268 0.0125 0.0109 0.0082 -0.08
C 0.93139 -6.25328 1.41719 0.0005 -0.0613 0.0367 -0.10
C 0.49071 -5.98357 0.13162 -0.0402 -0.0029 -0.0849 -0.09
C 0.53075 -4.68679 -0.36657 0.0495 0.0132 0.0605 -0.10
H 5.59897 0.07702 0.10427 -0.0094 -0.0083 -0.0073 0.13
H 6.78041 -1.80647 -1.01167 -0.0047 0.0285 -0.0045 0.10
H 5.51178 -3.74018 -1.87320 0.0255 -0.0024 0.0448 0.09
H 3.07208 -3.88120 -1.51050 -0.0190 0.0049 0.0184 0.11
H 2.08985 -0.71224 -2.55594 0.0078 -0.0004 -0.0298 0.11
H 0.99155 -0.27243 -4.71717 0.0232 -0.0126 0.0152 0.10
H -1.30530 -1.09451 -5.13104 0.0104 0.0188 0.0071 0.10
H -2.52525 -2.27809 -3.34689 0.0015 -0.0105 0.0432 0.10
H -1.45500 -2.67221 -1.16122 -0.0207 -0.0249 -0.0018 0.09
H 1.84451 -3.11747 2.33137 -0.0121 -0.0147 0.0284 0.10
H 1.76645 -5.42837 3.21636 0.0047 0.0029 -0.0066 0.10
H 0.90181 -7.26686 1.79841 -0.0063 0.0122 0.0044 0.10
H 0.11645 -6.78382 -0.49601 0.0132 -0.0092 0.0207 0.10
H 0.20352 -4.48958 -1.37920 -0.0234 0.0052 -0.0101 0.09
Se 2.63384 3.10447 0.80213 -0.6088 -0.0630 -0.1574 0.02
```
Positions in Å, forces in eV/Å.

3.
ORCA calculation (ωB97M-V/def2-TZVPD) on a molecular structure, C30H37Cl4O5OsPS3Si.

Molar mass, g/mol: 964.9
Expectation value of S²: 6.04
HOMO energy (alpha / beta), eV: -7.799 / -8.029
2S+1: 5
Total energy, hartree: -5298.65208

```
82
Properties=species:S:1:pos:R:3:forces:R:3:lowdin_charge:R:1
Os 0.80254 1.22106 -0.08348 0.2674 0.0044 0.1271 0.75
Cl 1.98753 7.16554 3.39284 -0.0128 0.0132 -0.0235 0.69
C 1.67202 5.53889 2.94417 0.0765 -0.0594 0.2328 -0.69
C 1.98265 4.48803 3.87622 0.0039 0.1853 -0.0497 -0.69
Cl 2.67688 4.89981 5.38670 -0.0002 -0.0080 0.0161 0.70
C 1.73775 3.17416 3.57004 -0.1316 -0.0879 -0.1424 -0.62
Cl 2.09006 1.89298 4.65652 -0.0045 0.0103 0.0250 0.74
C 1.18360 2.83081 2.31099 -0.0397 -0.0031 0.0683 -0.40
O 0.90200 1.62688 1.98967 0.1561 -0.0603 -0.0089 -0.25
C 0.89872 3.88360 1.34193 -0.0782 0.1281 0.0827 -0.41
O 0.43258 3.55084 0.22650 0.1029 0.0268 -0.0519 -0.12
C 1.13816 5.25020 1.72507 -0.0584 -0.2580 -0.1838 -0.62
Cl 0.74242 6.45464 0.57386 0.0229 0.0499 0.0080 0.74
C -2.97586 -0.37115 4.64983 -0.0047 0.0204 0.0251 -0.03
C -3.68766 -0.46748 3.30966 0.0131 -0.0295 -0.0440 -0.63
C -4.37085 -1.82165 3.16282 -0.0039 -0.0320 0.0223 -0.02
C -4.68138 0.67137 3.13313 -0.0295 0.0077 0.0097 -0.02
O -2.65909 -0.31618 2.31430 0.0027 -0.0258 -0.0683 -0.15
Si -2.56248 -0.75691 0.75851 0.2073 -0.2371 0.3510 -0.08
S -1.38817 0.77793 -0.15921 -0.4640 0.2524 -0.4112 0.39
O -4.03715 -0.71592 0.08996 0.0206 0.2086 -0.0097 -0.14
C -4.56932 -1.16838 -1.16898 0.0515 -0.1099 0.0574 -0.63
C -3.53761 -1.02122 -2.27861 -0.0228 -0.0069 -0.0385 -0.05
C -4.97122 -2.62712 -0.99559 -0.0074 -0.0290 -0.0134 -0.02
C -5.78325 -0.29518 -1.44038 -0.0121 0.0199 -0.0147 -0.03
O -1.96546 -2.25219 0.52907 0.0098 0.0428 -0.0436 -0.13
C -0.72101 -2.89697 0.86873 -0.0813 0.0451 0.0713 -0.63
C -1.08849 -4.32785 1.23223 -0.0029 -0.0139 0.0042 -0.03
C -0.05091 -2.19927 2.04558 0.0185 -0.0080 0.0024 -0.02
C 0.16921 -2.86528 -0.36236 0.0073 -0.0632 -0.0134 -0.04
H -3.69691 -0.39366 5.46832 -0.0091 -0.0061 0.0018 0.09
H -2.40946 0.55837 4.70573 0.0023 0.0083 -0.0064 0.09
H -2.28320 -1.20445 4.77447 0.0127 -0.0044 -0.0083 0.08
H -5.06959 -1.98220 3.98539 -0.0048 0.0114 0.0033 0.09
H -3.62912 -2.62207 3.18202 0.0148 -0.0120 0.0097 0.08
H -4.92260 -1.88166 2.22492 0.0022 0.0103 -0.0227 0.08
H -5.47801 0.60276 3.87608 0.0031 0.0015 0.0128 0.09
H -5.12640 0.63097 2.13891 -0.0049 -0.0139 -0.0141 0.08
H -4.17648 1.63074 3.24907 0.0106 0.0045 0.0016 0.09
H -2.66035 -1.63953 -2.08022 0.0083 -0.0185 0.0141 0.08
H -3.21457 0.01497 -2.37619 -0.0198 0.0150 -0.0007 0.07
H -3.97461 -1.34104 -3.22601 0.0116 -0.0015 -0.0100 0.09
H -4.10040 -3.22671 -0.73044 0.0175 0.0020 0.0041 0.08
H -5.39986 -3.01963 -1.91901 -0.0138 0.0072 -0.0109 0.09
H -5.71313 -2.72205 -0.20150 -0.0103 0.0051 0.0067 0.09
H -5.48082 0.74460 -1.56649 0.0089 0.0123 0.0099 0.09
H -6.48077 -0.35408 -0.60443 -0.0071 -0.0110 0.0068 0.09
H -6.29604 -0.62198 -2.34597 0.0055 -0.0072 -0.0128 0.09
H -1.73412 -4.34241 2.11106 -0.0116 0.0046 0.0085 0.08
H -0.19170 -4.90962 1.44979 0.0126 0.0003 0.0078 0.09
H -1.61913 -4.80135 0.40547 -0.0031 0.0013 -0.0099 0.09
H -0.71229 -2.18160 2.91183 -0.0077 -0.0144 0.0128 0.08
H 0.21526 -1.16851 1.80141 -0.0026 0.0033 -0.0022 0.06
H 0.86385 -2.72985 2.31554 0.0045 0.0043 -0.0033 0.10
H -0.33773 -3.33925 -1.20484 -0.0052 -0.0116 -0.0055 0.09
H 1.10169 -3.40010 -0.16945 0.0065 0.0027 -0.0013 0.09
H 0.41146 -1.84049 -0.63537 -0.0072 -0.0060 0.0178 0.00
S 1.28928 0.22665 -2.20768 -0.1903 0.0171 0.0229 0.27
P 3.18818 0.85303 -1.93016 0.1198 0.0520 -0.0074 0.18
S 3.17696 1.80116 -0.14919 0.0076 -0.0530 0.0830 0.33
C 3.71180 1.93467 -3.26776 0.0604 0.1815 0.0270 -0.38
C 3.57148 3.31324 -3.12972 -0.0096 -0.0189 -0.0174 -0.09
C 3.91094 4.14863 -4.18298 -0.0139 -0.0244 0.0073 -0.07
C 4.38583 3.61038 -5.36983 0.0001 0.0081 -0.0011 -0.07
C 4.52251 2.23555 -5.50978 -0.0051 0.0209 -0.0133 -0.07
C 4.18760 1.39583 -4.46113 0.0225 -0.0573 0.0140 -0.08
C 4.36182 -0.50970 -1.91566 0.0088 -0.1315 -0.1422 -0.39
C 3.99369 -1.77303 -2.36269 -0.0145 -0.0024 0.0213 -0.10
C 4.93499 -2.79387 -2.39820 -0.0141 0.0191 0.0029 -0.07
C 6.23461 -2.55081 -1.98540 0.0339 0.0133 0.0145 -0.07
C 6.60166 -1.28887 -1.53076 -0.0065 -0.0252 -0.0075 -0.07
C 5.66935 -0.26805 -1.49674 -0.0126 0.0426 -0.0078 -0.09
H 3.19892 3.72541 -2.20060 -0.0129 0.0058 0.0037 0.08
H 3.80038 5.21907 -4.07484 0.0099 0.0099 -0.0001 0.11
H 4.65314 4.26467 -6.18918 -0.0018 -0.0010 -0.0100 0.11
H 4.89308 1.81800 -6.43610 0.0084 -0.0076 -0.0089 0.11
H 4.30290 0.32412 -4.57155 0.0028 -0.0044 0.0173 0.11
H 2.97225 -1.95823 -2.67037 -0.0052 -0.0061 -0.0008 0.08
H 4.64934 -3.77709 -2.74675 -0.0083 -0.0114 0.0010 0.11
H 6.96790 -3.34601 -2.01211 0.0010 -0.0095 0.0018 0.11
H 7.61523 -1.10274 -1.20257 0.0104 -0.0022 0.0065 0.11
H 5.95497 0.71382 -1.13808 -0.0105 0.0144 -0.0025 0.11
```
Positions in Å, forces in eV/Å.

Look up the total energy of the second one.
-5926.16102 hartree